(w)
Below is 12 unconnected molecules or ions with the total composition C5H36N2O12, with properties calculated with ωB97M-V/def2-TZVPD.

HOMO: -8.5 eV
charge: 0
SMILES: NCCNCCCO.O.O.O.O.O.O.O.O.O.O.O

Each line ends with the Mulliken charge.
Geometry (Å):
N  -0.7472  1.7390  1.7439  -0.281
C  -0.1582  2.9858  1.2861  -0.805
C  -0.4357  3.4331  -0.1644  -0.723
N  -0.0385  2.6256  -1.2839  -0.107
C  -0.9001  1.4444  -1.4697  -0.226
C  -0.5731  1.0024  -2.8639  -0.693
C  0.9305  0.6553  -3.1547  -0.813
O  1.4987  -0.1932  -2.1090  -0.428
H  -0.5538  1.0976  1.0137  0.128
H  -1.7152  1.6601  2.0832  0.317
H  -0.3564  3.8097  1.9376  0.553
H  0.9160  2.8707  1.1544  0.049
H  -1.5330  3.5617  -0.1694  0.339
H  -0.0458  4.5077  -0.1958  0.366
H  0.9801  2.3500  -1.4179  0.156
H  -0.7088  0.6777  -0.7675  -0.073
H  -1.9799  1.6305  -1.4715  0.481
H  -1.1327  0.0689  -3.1119  0.334
H  -0.8983  1.8187  -3.6396  0.337
H  1.5250  1.5429  -3.0846  0.500
H  0.9525  0.1594  -4.1497  0.294
H  2.4517  -0.1433  -2.1840  0.312
O  2.7008  -1.7652  2.1867  -0.600
H  3.0624  -1.3167  1.4055  0.295
H  2.3688  -1.0624  2.7523  0.309
O  -3.0036  -3.0171  0.8086  -0.651
H  -3.1866  -2.2430  0.2506  0.416
H  -2.4951  -3.5908  0.2449  0.277
O  0.6481  -4.0913  -1.0348  -0.661
H  0.4360  -3.1789  -0.8612  0.301
H  0.2210  -4.2563  -1.8591  0.323
O  -0.0304  -0.4610  3.4003  -0.708
H  -0.7783  -0.7464  3.9553  0.283
H  -0.3533  0.3755  3.0507  0.430
O  -2.9925  0.2815  1.7849  -0.697
H  -3.6741  0.3378  2.4766  0.230
H  -2.9328  -0.6155  1.3878  0.278
O  2.8777  3.1117  -0.1590  -0.596
H  3.1770  3.0637  0.7709  0.323
H  3.5945  2.5752  -0.5896  0.316
O  0.5166  -3.6820  1.7506  -0.623
H  0.4905  -4.3497  1.1012  0.246
H  1.3444  -3.3552  2.0753  0.333
O  -3.9163  -0.4500  -0.6733  -0.729
H  -2.9722  -0.2578  -0.7970  0.316
H  -4.0542  0.1946  0.0786  0.426
O  -0.8542  -1.3414  0.9618  -0.031
H  -0.7149  -2.2834  1.1688  0.217
H  -0.2976  -0.9118  1.6666  0.100
O  2.2647  -2.6038  -2.7743  -0.680
H  2.3225  -3.1802  -1.9904  0.354
H  1.6914  -1.8860  -2.4288  0.363
O  2.7115  0.4041  0.8869  -0.862
H  2.1764  1.2084  0.7181  0.253
H  2.1740  -0.2111  0.3030  0.432



(x)
Below is 12 unconnected molecules or ions with the total composition C5H36N2O12, with properties calculated with ωB97M-V/def2-TZVPD.

HOMO: -9.4 eV
charge: 0
SMILES: C[C@H](O)[C@H](C)NCN.O.O.O.O.O.O.O.O.O.O.O

Each line ends with the Mulliken charge.
Geometry (Å):
C  -1.7542  -0.5935  2.6347  -1.014
C  -1.0619  0.7275  2.5984  0.047
O  -2.0840  1.7266  2.2843  -0.718
C  0.1341  0.8057  1.5999  -0.763
C  -0.5416  0.6975  0.2614  -0.367
N  1.1611  -0.1900  1.7502  -0.376
C  2.3196  0.1730  0.8477  0.693
N  3.2444  -0.9699  0.8616  -0.569
H  -2.8031  -0.6041  2.3180  0.336
H  -1.1349  -1.2784  1.9118  -0.018
H  -1.6277  -0.8719  3.6828  0.294
H  -0.8011  1.1524  3.5862  0.606
H  -2.6852  1.4421  1.4527  0.296
H  0.6295  1.7941  1.6156  0.846
H  -1.0426  -0.2739  0.2000  0.092
H  0.1738  0.7431  -0.6159  -0.358
H  -1.3150  1.4160  -0.1073  0.356
H  0.8985  -1.1193  1.3686  0.236
H  2.0283  0.2960  -0.2678  -0.242
H  2.8725  1.1698  1.2509  0.214
H  2.8642  -1.6239  1.6658  0.270
H  4.2142  -0.8035  1.0221  0.194
O  -1.1473  -2.3109  -0.4794  -0.549
H  -1.9750  -1.9847  -0.8111  0.187
H  -1.3571  -3.1394  -0.0358  0.321
O  -1.1856  3.7411  0.8587  -0.583
H  -1.4049  3.0407  1.3215  0.414
H  -1.3452  4.4767  1.4327  0.298
O  -1.9773  1.1933  -4.1426  -0.734
H  -0.9200  1.1589  -4.3149  0.345
H  -1.9934  1.9777  -3.5747  0.347
O  1.1362  0.3216  -3.4694  -0.550
H  1.6177  -0.0301  -2.7718  0.292
H  1.8287  0.8302  -4.0197  0.288
O  -3.5867  1.3924  -0.5399  -0.591
H  -4.4937  1.1355  -0.3695  0.305
H  -3.1475  0.5418  -0.6791  0.302
O  0.8179  -2.5191  -2.2759  -0.840
H  0.2093  -2.4158  -1.5105  0.547
H  0.4213  -1.9536  -2.9853  0.283
O  2.6236  -1.2226  3.6594  -0.683
H  2.3279  -0.4947  3.0924  0.365
H  2.1538  -1.0521  4.4129  0.288
O  0.7208  -4.1313  0.0374  -0.658
H  1.5228  -3.7444  0.0174  0.285
H  0.3311  -3.7159  -0.7732  0.299
O  1.7414  3.1984  0.2101  -0.671
H  0.9328  3.6666  0.3271  0.328
H  1.5055  2.4968  -0.4887  0.337
O  2.9692  -1.0331  -1.9419  -0.752
H  3.4140  -0.9251  -1.0611  0.319
H  2.4251  -1.7038  -1.9433  0.415
O  -3.0676  -0.4872  -2.2962  -0.697
H  -2.3334  0.0412  -2.7712  0.393
H  -3.0915  -1.3396  -2.7502  0.294



Short version: (w) is the most stable of them.



(w)
Below is 2 unconnected molecules or ions with the total composition C5H17N2O, with properties calculated with ωB97M-V/def2-TZVPD.

HOMO: -13.1 eV
charge: +1

Each line ends with the Mulliken charge.
Geometry (Å):
C  -1.0645  0.4091  -0.9204  -1.284
N  -0.8062  1.5110  -0.0054  -0.173
C  -1.9249  2.0370  0.7858  -1.002
C  0.2233  -0.4854  -0.9804  0.478
N  0.3065  -1.0927  0.3594  -0.097
C  1.4193  -2.0839  0.5464  -0.899
C  0.0331  -1.4994  -2.1265  -1.488
H  -1.4037  0.6741  -1.9293  0.347
H  -1.9466  -0.1113  -0.5331  0.496
H  -0.2725  2.2404  -0.4339  0.336
H  -2.8618  1.7552  0.3046  0.357
H  -1.9183  1.7423  1.8342  0.263
H  -1.8861  3.1261  0.7907  0.365
H  1.0115  0.2211  -1.2210  0.238
H  -0.5701  -1.5504  0.5931  0.463
H  0.3316  -0.3613  1.0867  0.377
H  1.3352  -2.5176  1.5441  0.390
H  1.4574  -2.7707  -0.2814  0.329
H  2.2964  -1.4610  0.7361  0.333
H  -0.4609  -1.0532  -2.9769  0.416
H  0.9827  -1.9782  -2.3408  0.388
H  -0.6011  -2.2885  -1.6989  0.388
H  1.0690  1.5226  1.2233  0.323
H  2.0035  1.6400  2.4827  0.325
O  1.5972  1.0170  1.8582  -0.669



(x)
Below is 2 unconnected molecules or ions with the total composition C5H17N2O, with properties calculated with ωB97M-V/def2-TZVPD.

HOMO: -12.8 eV
charge: +1

Each line ends with the Mulliken charge.
Geometry (Å):
C  -1.3504  0.3253  0.7817  -0.699
N  -0.9585  -0.1670  -0.5219  -0.214
C  -1.1831  0.6426  -1.7510  -0.196
C  -1.6306  -0.1999  -2.9195  -1.269
C  -0.4325  -0.2765  1.8537  -0.811
N  0.9700  -0.2964  1.4354  -0.094
C  1.9028  -0.9960  2.3470  -0.861
H  -1.3916  1.4026  0.7050  0.482
H  -2.3545  0.0235  1.1952  0.253
H  -1.4777  -1.0322  -0.6645  0.212
H  -1.7913  1.5147  -1.4597  0.306
H  -0.2111  1.1188  -1.9235  0.101
H  -0.9790  -1.0706  -3.1291  0.356
H  -1.5242  0.4623  -3.7953  0.376
H  -2.6609  -0.5385  -2.8840  0.365
H  -0.8492  -1.2462  2.1813  0.458
H  -0.5547  0.2980  2.7791  0.399
H  1.2728  0.6686  1.2673  0.382
H  1.0527  -0.6468  0.4628  0.395
H  2.8459  -0.4539  2.3089  0.350
H  1.9890  -2.0626  2.1078  0.336
H  1.6471  -0.9335  3.4016  0.358
H  3.0728  1.4595  -0.7196  0.325
H  2.1205  1.1885  -1.9398  0.321
O  2.4759  0.8158  -1.1190  -0.630



Short version: (w) is the most stable of them.



(w)
Below is a gas-phase ion, C2H5N2O2 (charge +1), with properties calculated with ωB97M-V/def2-TZVPD.

HOMO: -15.1 eV
charge: +1

Each line ends with the Mulliken charge.
Geometry (Å):
C  1.7040  -0.7281  -0.8864  0.651
C  0.4070  0.4479  0.6301  -0.239
N  1.4896  -0.3878  -2.1413  -0.376
N  -0.7820  0.4323  1.6304  -0.289
O  2.5850  -1.2924  -0.3745  -0.358
O  0.4569  -0.6603  -0.0279  -0.118
H  2.1724  -0.5744  -2.7823  0.278
H  0.6208  -0.5802  -2.6131  0.253
H  -0.6833  1.0108  2.5023  0.407
H  -1.2319  -0.4433  1.8251  0.350
H  -1.5446  0.9576  0.9987  0.441



(x)
Below is a gas-phase ion, C2H5N2O2 (charge +1), with properties calculated with ωB97M-V/def2-TZVPD.

HOMO (spin up / spin down): -15.6 / -15.6 eV
charge: +1

Each line ends with the Mulliken charge.
Geometry (Å):
C  0.8624  -0.0823  0.8634  0.555
C  -1.8712  0.1428  -1.1026  -0.450
N  0.5988  0.1328  -0.7086  0.168
N  2.1525  -0.2023  1.1003  -0.268
O  -0.0726  -0.1681  1.5876  -0.401
O  -0.4248  0.2072  -1.3827  0.015
H  -2.0935  1.0087  -0.4079  0.312
H  -1.9286  -0.7187  -0.3551  0.292
H  -2.4315  0.0404  -1.9936  0.288
H  2.7521  0.1019  0.4075  0.239
H  2.4565  -0.4623  1.9917  0.250



Short version: (w) is the most stable of them.